The following is a DFT calculation (ωB97M-V/def2-TZVPD) of a 2-piece molecular cluster, C5H15N2OS overall at a distorted geometry.

Structure (ORCA input):
```
! wB97M-V def2-TZVPD RIJCOSX def2/J DEFGRID3
* xyz 1 1
C -2.474 2.000 0.846
C 1.171 -1.924 0.061
C 3.221 -0.566 0.684
C -2.368 -0.655 -1.284
C 1.140 0.431 -0.466
N -1.528 0.776 0.502
N 1.860 -0.599 -0.001
O -2.199 0.667 -0.845
S 1.584 2.056 -0.697
H -3.473 1.834 0.579
H -2.334 2.148 1.953
H -2.183 2.956 0.275
H 1.873 -2.616 -0.347
H 0.939 -2.070 1.131
H 0.176 -1.771 -0.489
H 3.080 0.316 1.484
H 3.412 -1.511 1.044
H 4.009 -0.239 -0.026
H -2.413 -1.462 -0.370
H -1.477 -1.006 -1.856
H -3.276 -0.819 -1.845
H 0.218 0.104 -1.022
H -1.799 0.095 1.018
H 2.841 1.853 -0.332
*
```

## Properties
**E_tot**: -21279.9898 eV
**Relative energy (zero: lowest compared OMol25 entry of this formula, charge and spin)**: 3.811 eV
**Orbital gap**: 8.826 eV
**F_max**: 10.74 eV Å⁻¹
**M**: 151.3 g mol⁻¹
**HOMO level**: -0.4702 hartree
**Lowest unoccupied orbital energy**: -3.968 eV

***

The following is a DFT calculation (ωB97M-V/def2-TZVPD) of an isolated ion of composition C5H15N2S and charge +1.

Structure (ORCA input):
```
! wB97M-V def2-TZVPD RIJCOSX def2/J DEFGRID3
* xyz 1 1
C -1.897 0.690 2.905
N -0.966 0.312 1.793
C -1.538 -0.681 0.823
C -0.447 -1.247 -0.100
N 0.582 -0.243 -0.356
C 0.792 0.135 -1.761
C 2.275 0.258 -2.085
S 2.485 0.901 -3.763
H -2.455 -0.192 3.211
H -1.332 1.139 3.712
H -2.637 1.388 2.525
H -0.043 0.036 2.136
H -0.774 1.152 1.246
H -2.252 -0.123 0.232
H -2.089 -1.418 1.390
H -0.965 -1.548 -1.005
H -0.041 -2.182 0.292
H 1.440 -0.570 0.080
H 0.363 -0.588 -2.455
H 0.318 1.100 -1.938
H 2.781 0.923 -1.383
H 2.729 -0.716 -1.957
H 3.669 1.474 -3.544
*
```

## Properties
**E_tot**: -19236.8319 eV
**Relative energy (zero: lowest compared OMol25 entry of this formula, charge and spin)**: 0.981 eV
**Orbital gap**: 8.526 eV
**SMILES**: C[NH2+]CCNCCS
**F_max**: 0.69 eV Å⁻¹
**M**: 135.3 g mol⁻¹
**HOMO level**: -0.4307 hartree
**Lowest unoccupied orbital energy**: -3.194 eV

***

The following is a DFT calculation (ωB97M-V/def2-TZVPD) of an isolated ion of composition C5H15N2Si and charge +1 at a distorted geometry.

Structure (ORCA input):
```
! wB97M-V def2-TZVPD RIJCOSX def2/J DEFGRID3
* xyz 1 3
C -1.934 -0.101 0.539
C 2.469 0.052 1.019
C 0.947 -1.531 -1.129
C 0.761 1.496 -1.247
C -0.560 0.165 1.382
N -2.551 1.035 0.305
N -2.369 -1.289 0.097
Si 0.898 0.064 -0.028
H 2.664 1.064 1.388
H 2.426 -0.783 1.770
H 3.327 -0.221 0.478
H 1.058 -1.247 -2.132
H 1.948 -1.904 -0.859
H 0.128 -2.325 -1.214
H 0.990 2.481 -0.642
H 1.601 1.403 -2.047
H -0.255 1.496 -1.808
H -0.628 1.114 1.710
H -0.318 -0.428 2.229
H -2.242 1.924 0.600
H -3.337 0.985 -0.337
H -1.834 -2.060 0.297
H -3.187 -1.389 -0.371
*
```

## Properties
**E_tot**: -16274.3907 eV
**Orbital gap (alpha / beta)**: 6.798 / 4.854 eV
**F_max**: 8.93 eV Å⁻¹
**Expectation value of S²**: 2.0082
**M**: 131.3 g mol⁻¹
**HOMO level (alpha / beta)**: -0.3697 / -0.5059 hartree
**Lowest unoccupied orbital energy (alpha / beta)**: -3.261 / -8.912 eV

***

The following is a DFT calculation (ωB97M-V/def2-TZVPD) of a 2-piece molecular cluster, C5H15N3 overall.

Structure (ORCA input):
```
! wB97M-V def2-TZVPD RIJCOSX def2/J DEFGRID3
* xyz 0 1
C 1.293 1.432 1.235
N 1.247 0.418 0.201
N 2.480 0.384 -0.533
H 0.467 -0.981 0.733
H 2.842 1.329 -0.683
H 3.194 -0.116 0.002
H 2.080 1.239 1.987
H 0.330 1.485 1.752
H 1.495 2.436 0.822
C -1.515 -0.961 1.554
C 0.082 -1.030 -1.853
C -1.830 0.412 -0.961
C -0.655 -0.476 -0.675
N -0.581 -1.192 0.462
H -1.467 0.060 1.949
H -2.542 -1.164 1.242
H -1.270 -1.648 2.364
H 0.294 -0.249 -2.584
H 1.029 -1.479 -1.556
H -2.073 1.050 -0.110
H -1.637 1.033 -1.835
H -0.543 -1.790 -2.342
H -2.721 -0.193 -1.172
*
```

## Properties
**E_tot**: -9894.8308 eV
**Relative energy (zero: lowest compared OMol25 entry of this formula, charge and spin)**: 4.320 eV
**Orbital gap**: 7.999 eV
**F_max**: 0.75 eV Å⁻¹
**M**: 117.2 g mol⁻¹
**HOMO level**: -0.2597 hartree
**Lowest unoccupied orbital energy**: 0.932 eV

***

The following is a DFT calculation (ωB97M-V/def2-TZVPD) of an isolated ion of composition C5H15N3 and charge +1 at a distorted geometry.

Structure (ORCA input):
```
! wB97M-V def2-TZVPD RIJCOSX def2/J DEFGRID3
* xyz 1 2
C -0.581 -1.033 0.452
N 0.073 -1.898 -0.520
C -0.885 -2.447 -1.510
C 0.336 0.186 0.863
C 0.640 0.071 2.384
N -0.171 1.424 0.394
C 0.633 2.279 -0.465
N 0.264 2.010 -1.826
H -0.778 -1.641 1.336
H -1.559 -0.633 0.149
H 0.775 -1.393 -1.051
H -1.516 -1.669 -1.944
H -0.328 -2.890 -2.297
H -1.492 -3.169 -1.001
H 1.318 0.055 0.406
H -0.221 -0.157 2.999
H 1.026 1.037 2.734
H 1.462 -0.618 2.546
H -0.969 1.797 0.905
H 0.535 3.317 -0.148
H 1.677 2.056 -0.298
H 0.457 1.055 -2.086
H -0.697 2.263 -2.020
*
```

## Properties
**E_tot**: -9889.6340 eV
**Relative energy (zero: lowest compared OMol25 entry of this formula, charge and spin)**: 0.844 eV
**Orbital gap (alpha / beta)**: 10.128 / 5.274 eV
**F_max**: 2.08 eV Å⁻¹
**Expectation value of S²**: 0.7560
**M**: 117.2 g mol⁻¹
**HOMO level (alpha / beta)**: -0.4784 / -0.4719 hartree
**Lowest unoccupied orbital energy (alpha / beta)**: -2.889 / -7.569 eV

***

The following is a DFT calculation (ωB97M-V/def2-TZVPD) of C5H15N3O2 as an isolated structure at a distorted geometry.

Structure (ORCA input):
```
! wB97M-V def2-TZVPD RIJCOSX def2/J DEFGRID3
* xyz 0 1
C -1.757 0.301 -1.107
C -0.177 -0.601 1.190
C -3.031 -0.048 -0.422
N -1.146 1.433 -0.989
O -0.705 0.604 1.685
H 0.014 1.255 1.720
H -1.349 -0.402 -1.819
H 0.120 1.416 -0.799
H -1.516 2.029 -0.254
H -0.993 -1.267 0.912
H 0.406 -1.117 1.963
H -3.056 0.384 0.578
H -3.883 0.337 -0.990
H -3.147 -1.128 -0.347
C 1.337 -1.112 -1.215
C 1.386 -0.216 0.010
N 2.459 -0.520 0.943
O 1.634 1.972 0.783
N 1.358 1.112 -0.338
H 2.338 1.505 1.270
H 2.329 -1.422 1.380
H 3.348 -0.519 0.448
H 2.326 -1.149 -1.680
H 0.666 -0.724 -1.978
H 1.039 -2.124 -0.943
*
```

## Properties
**E_tot**: -13989.0765 eV
**Relative energy (zero: lowest compared OMol25 entry of this formula, charge and spin)**: 4.396 eV
**Orbital gap**: 7.542 eV
**F_max**: 3.10 eV Å⁻¹
**M**: 149.2 g mol⁻¹
**HOMO level**: -0.2546 hartree
**Lowest unoccupied orbital energy**: 0.615 eV

***

The following is a DFT calculation (ωB97M-V/def2-TZVPD) of C5H15N3O2Rb as an isolated structure at a distorted geometry.

Structure (ORCA input):
```
! wB97M-V def2-TZVPD RIJCOSX def2/J DEFGRID3
* xyz 1 1
Rb -1.413 2.584 -1.832
C -0.387 3.026 1.797
O -0.989 2.381 0.941
N 0.054 2.433 2.936
N -0.133 4.369 1.695
H 0.561 2.964 3.625
H -0.184 1.481 3.139
H 0.291 4.862 2.460
H -0.217 4.755 0.777
C -1.594 -2.427 -0.813
C -0.220 -2.579 -1.477
C 0.785 -1.602 -0.937
O 0.317 -0.267 -1.108
C 1.261 0.692 -0.679
N 0.329 -3.924 -1.351
H -2.341 -3.027 -1.330
H -1.926 -1.388 -0.819
H -1.518 -2.745 0.232
H -0.383 -2.408 -2.549
H 1.742 -1.719 -1.456
H 0.921 -1.792 0.139
H 0.969 1.654 -1.105
H 2.306 0.493 -0.921
H 1.155 0.808 0.407
H -0.404 -4.594 -1.156
H 1.019 -4.030 -0.618
*
```

## Properties
**E_tot**: -14644.6888 eV
**Relative energy (zero: lowest compared OMol25 entry of this formula, charge and spin)**: 0.487 eV
**Orbital gap**: 7.976 eV
**F_max**: 1.07 eV Å⁻¹
**M**: 234.7 g mol⁻¹
**HOMO level**: -0.4202 hartree
**Lowest unoccupied orbital energy**: -3.458 eV

***

The following is a DFT calculation (ωB97M-V/def2-TZVPD) of a 2-piece molecular cluster, C5H15N6S2 overall at a distorted geometry.

Structure (ORCA input):
```
! wB97M-V def2-TZVPD RIJCOSX def2/J DEFGRID3
* xyz 1 1
C -3.209 -0.607 3.879
C 1.844 0.327 -4.667
C 1.961 0.504 1.047
C 1.435 1.385 -3.641
C 0.449 0.059 -1.786
N -1.997 -0.357 3.533
N -1.247 -0.616 2.498
N -3.518 -0.310 5.150
N 2.049 -0.459 -0.132
N 0.687 -0.628 -0.652
N 1.369 0.889 -2.237
S -4.418 -1.267 2.657
S -1.317 -2.018 1.715
H 1.691 0.421 -5.754
H 2.957 0.142 -4.515
H 1.262 -0.458 -4.427
H 1.048 0.449 1.743
H 2.798 0.461 1.757
H 1.953 1.419 0.517
H 0.438 1.782 -4.021
H 2.205 2.105 -3.460
H -0.658 -0.004 -2.016
H -2.695 -0.056 5.584
H -4.308 -0.590 5.674
H 2.372 -1.399 0.107
H 0.079 -1.217 -0.077
H -5.388 -0.580 3.191
H 2.162 0.624 -1.668
*
```

## Properties
**E_tot**: -36029.1030 eV
**Relative energy (zero: lowest compared OMol25 entry of this formula, charge and spin)**: 0.291 eV
**Orbital gap**: 7.645 eV
**F_max**: 3.91 eV Å⁻¹
**M**: 223.4 g mol⁻¹
**HOMO level**: -0.4225 hartree
**Lowest unoccupied orbital energy**: -3.853 eV

***

The following is a DFT calculation (ωB97M-V/def2-TZVPD) of a 2-piece molecular cluster, C5H15NO overall at a distorted geometry.

Structure (ORCA input):
```
! wB97M-V def2-TZVPD RIJCOSX def2/J DEFGRID3
* xyz 0 1
C -1.568 1.289 1.634
C -1.083 1.995 0.368
C -0.144 1.039 -0.458
N 1.202 1.032 0.038
C 1.954 2.250 -0.302
C 1.995 -0.128 -0.277
H -0.875 0.684 2.212
H -2.433 0.656 1.415
H -1.984 2.087 2.265
H -1.932 2.313 -0.228
H -0.475 2.837 0.689
H -0.504 0.011 -0.350
H -0.346 1.358 -1.498
H 2.742 2.323 0.451
H 2.466 2.160 -1.273
H 1.369 3.161 -0.272
H 3.029 0.037 0.026
H 2.028 -0.349 -1.352
H 1.667 -1.008 0.278
O -1.895 -6.171 -0.787
H -2.610 -6.763 -0.508
H -2.279 -5.580 -1.415
*
```

## Properties
**E_tot**: -8965.0445 eV
**Relative energy (zero: lowest compared OMol25 entry of this formula, charge and spin)**: 1.314 eV
**Orbital gap**: 9.259 eV
**SMILES**: CCCN(C)C.O
**F_max**: 2.43 eV Å⁻¹
**M**: 105.2 g mol⁻¹
**HOMO level**: -0.3050 hartree
**Lowest unoccupied orbital energy**: 0.960 eV

***

The following is a DFT calculation (ωB97M-V/def2-TZVPD) of a 2-piece molecular cluster, C5H15NO overall at a distorted geometry.

Structure (ORCA input):
```
! wB97M-V def2-TZVPD RIJCOSX def2/J DEFGRID3
* xyz 0 1
C 0.667 2.181 0.937
N 1.112 1.203 -0.022
C 0.579 -0.102 -0.094
C 0.566 -0.671 -1.571
C -0.241 0.295 -2.403
C -0.081 -2.052 -1.590
H 1.048 3.182 0.716
H -0.401 2.387 0.779
H 0.711 2.032 2.026
H 2.081 1.417 -0.200
H 1.094 -0.819 0.569
H -0.461 -0.220 0.225
H 1.648 -0.657 -1.752
H -0.321 0.099 -3.480
H -1.247 0.288 -1.972
H 0.083 1.342 -2.354
H 0.526 -2.863 -1.183
H -1.054 -2.002 -1.103
H -0.114 -2.399 -2.629
O -2.067 -0.643 4.717
H -2.811 -0.936 5.244
H -1.315 -1.060 5.139
*
```

## Properties
**E_tot**: -8964.9497 eV
**Relative energy (zero: lowest compared OMol25 entry of this formula, charge and spin)**: 1.409 eV
**Orbital gap**: 9.078 eV
**SMILES**: CNCC(C)C.O
**F_max**: 2.20 eV Å⁻¹
**M**: 105.2 g mol⁻¹
**HOMO level**: -0.3009 hartree
**Lowest unoccupied orbital energy**: 0.890 eV

***

Question: Look up the M of the seventh one.
Answer: 234.7 g mol⁻¹